Model a:
Below is a gas-phase ion, C4H11N2S (charge -1), with properties calculated with ωB97M-V with the def2-TZVPD basis set.

Structure (XYZ):
```
18
Properties=species:S:1:pos:R:3:nbo_charge:R:1
S -2.327 1.307 2.700 -0.725
H 2.112 -1.570 -0.558 0.157
H -0.292 1.907 1.649 0.180
N 0.613 -0.414 -1.470 -0.654
C -1.052 0.478 0.237 -0.069
H 1.108 0.654 0.262 0.150
H -0.233 0.276 2.135 0.162
C -0.871 0.985 1.655 -0.535
H 2.688 -0.080 -1.323 0.182
H -2.465 -1.025 0.363 0.376
N -1.471 -0.926 0.206 -0.869
C 0.326 0.629 -0.515 -0.217
H 0.383 1.643 -0.930 0.173
C 1.984 -0.888 -1.410 -0.404
H 0.032 -1.224 -1.302 0.383
H 2.259 -1.400 -2.320 0.179
H -1.045 -1.386 1.007 0.347
H -1.748 1.034 -0.385 0.184
```

Results
Frontier orbital gap   6.00 eV
Highest occupied orbital energy   -2.406 eV
Net charge   -1
SMILES   CNC[C@@H](N)C[S-]

Model b:
Below is 2 unconnected molecules or ions with the total composition C4H11N2S, with properties calculated with ωB97M-V with the def2-TZVPD basis set.

Structure (XYZ):
```
18
Properties=species:S:1:pos:R:3:nbo_charge:R:1
S 1.145 1.234 -1.367 -0.714
H -1.161 0.744 -0.692 0.421
C -1.195 0.153 2.211 -0.080
C -1.444 1.051 1.271 -0.004
H 2.072 0.055 -3.263 0.166
H -1.421 -0.893 1.994 0.158
H -2.606 1.440 -0.295 0.342
H -0.843 -0.109 4.229 0.351
N -0.540 0.431 3.442 -0.865
H 0.375 -0.303 -3.094 0.166
H 0.461 0.385 3.335 0.368
H -1.167 2.093 1.461 0.160
H 2.645 -1.346 -1.341 0.196
C 1.677 -1.475 -1.826 -0.618
H 1.691 -2.338 -2.502 0.167
H 0.956 -1.690 -1.032 0.199
C 1.296 -0.166 -2.521 -0.517
N -1.941 0.734 -0.013 -0.895
```

Results
Frontier orbital gap   6.38 eV
Highest occupied orbital energy   -2.550 eV
Net charge   -1

Quick one: least stable of them? model b

Model a:
Below is a gas-phase ion, C5H10N (charge +1), with properties calculated with ωB97M-V with the def2-TZVPD basis set.

Structure (XYZ):
```
16
Properties=species:S:1:pos:R:3:nbo_charge:R:1
H 0.671 1.300 1.308 0.228
H -2.332 -0.354 -1.974 0.229
H 1.246 -2.222 1.412 0.223
H -0.957 1.916 -0.537 0.187
C -1.130 0.954 -0.697 -0.155
H 3.177 -1.899 1.018 0.243
C -1.904 0.675 -1.891 -0.672
H -1.123 0.746 -2.777 0.253
H -2.709 1.377 -2.164 0.264
C 2.138 -1.570 1.128 0.070
N 1.836 -0.359 1.052 -0.414
H -0.084 -0.059 2.143 0.251
H -0.992 -1.091 -0.055 0.202
C -0.661 -0.009 0.115 -0.019
C 0.338 0.241 1.185 -0.319
H 2.486 0.353 0.734 0.428
```

Results
Expectation value of S²   2.01
Frontier orbital gap (spin up / spin down)   4.73 / 9.77 eV
Highest occupied orbital energy (spin up / spin down)   -9.483 / -16.354 eV
2S+1   3
Net charge   +1

Model b:
Below is a gas-phase ion, C5H10N (charge +1), with properties calculated with ωB97M-V with the def2-TZVPD basis set.

Structure (XYZ):
```
16
Properties=species:S:1:pos:R:3:nbo_charge:R:1
H -2.010 0.060 -1.232 0.201
H 1.659 1.201 1.274 0.232
H -0.907 -1.749 0.523 0.178
C 0.303 -0.153 0.003 -0.021
C 1.453 0.395 -0.825 -0.384
H -0.944 0.371 1.474 0.444
H -0.706 1.546 0.329 0.443
N -0.833 0.610 0.522 -0.513
C -0.153 -1.465 -0.101 -0.297
H -3.068 0.170 0.168 0.217
H 1.451 1.340 -1.174 0.234
C -2.086 0.150 -0.175 -0.102
C 1.634 0.200 0.620 -0.398
H 2.335 -0.573 1.029 0.267
H 0.346 -2.318 -0.573 0.231
H 2.018 -0.377 -1.524 0.267
```

Results
Expectation value of S²   2.01
Frontier orbital gap (spin up / spin down)   9.15 / 10.71 eV
Highest occupied orbital energy (spin up / spin down)   -12.392 / -16.152 eV
2S+1   3
Net charge   +1

Quick one: least stable of them? model a

Model a:
Below is 2 unconnected molecules or ions with the total composition C2H7NO2, with properties calculated with ωB97M-V with the def2-TZVPD basis set.

Structure (XYZ):
```
12
Properties=species:S:1:pos:R:3:nbo_charge:R:1
H 0.626 0.077 -0.905 0.208
H -0.487 0.357 -3.004 0.465
N 1.009 1.994 1.081 -0.816
H 0.952 2.849 1.640 0.416
H -0.993 -0.381 -0.291 0.256
H -1.835 1.135 -3.062 0.476
C 0.000 0.000 0.000 -0.715
O -1.242 1.939 0.818 -0.635
O -1.391 0.321 -3.391 -0.940
H 0.466 -0.723 0.690 0.229
H 1.918 1.561 0.901 0.396
C -0.110 1.409 0.652 0.659
```

Results
Frontier orbital gap   10.39 eV
Highest occupied orbital energy   -9.804 eV
Net charge   0
SMILES   CC(N)=O.O

Model b:
Below is 2 unconnected molecules or ions with the total composition C2H7NO2, with properties calculated with ωB97M-V with the def2-TZVPD basis set.

Structure (XYZ):
```
12
Properties=species:S:1:pos:R:3:nbo_charge:R:1
C -1.668 -0.935 -2.099 -0.250
O 0.972 1.098 2.094 -0.569
H -2.437 -1.477 -2.631 0.168
N 1.605 -0.116 0.242 -0.845
H -0.962 -1.712 -1.788 0.160
H -1.164 -0.244 -2.778 0.174
H -3.186 -0.395 -1.021 0.472
C 1.829 0.600 1.407 0.529
H 2.141 -0.971 0.235 0.384
H 2.899 0.722 1.639 0.103
H 0.639 -0.190 -0.043 0.398
O -2.240 -0.225 -1.016 -0.723
```

Results
Frontier orbital gap   10.79 eV
Highest occupied orbital energy   -9.995 eV
Net charge   0
SMILES   NC=O.CO

Quick one: least stable of them? model b

Model a:
Below is C5H9N3 in the gas phase, with properties calculated with ωB97M-V with the def2-TZVPD basis set.

Structure (XYZ):
```
17
Properties=species:S:1:pos:R:3:nbo_charge:R:1
C 2.535 -0.476 0.330 -0.216
H 1.167 1.698 1.193 0.190
H 1.835 -1.385 -1.432 0.199
H -2.748 -1.842 0.566 0.376
H 3.673 -0.477 -0.006 0.197
N 1.636 0.337 -0.320 -0.435
C -0.584 1.303 0.278 -0.366
H -2.235 -0.573 1.816 0.377
H -1.365 1.264 -1.708 0.203
N -2.106 -1.045 0.730 -0.710
C 0.781 1.150 0.334 0.029
N -2.126 -0.374 -0.529 -0.241
H 2.519 -0.604 1.454 0.192
C -1.517 0.702 -0.753 0.016
C 1.447 -1.175 -0.470 -0.274
H -1.005 2.041 0.868 0.205
H 0.349 -1.569 -0.232 0.258
```

Results
Frontier orbital gap   9.21 eV
Highest occupied orbital energy   -8.187 eV
Net charge   0
SMILES   N/N=C\C=C/N1CC1

Model b:
Below is C5H9N3 in the gas phase, with properties calculated with ωB97M-V with the def2-TZVPD basis set.

Structure (XYZ):
```
17
Properties=species:S:1:pos:R:3:nbo_charge:R:1
N -0.955 -0.595 -0.932 -0.422
H 0.434 1.383 -1.446 0.245
H 0.664 -1.564 1.712 0.183
C 0.054 0.991 0.568 -0.082
N 1.218 0.158 0.534 -0.625
C -0.722 -0.271 0.412 -0.084
C 0.494 -2.065 -0.503 -0.031
H -1.495 -0.575 1.063 0.196
H 1.978 0.239 1.200 0.366
N -0.446 -1.735 -1.270 -0.195
H -2.008 -0.471 -1.245 0.371
H 0.406 2.998 -0.251 0.198
C -0.085 1.898 -0.592 -0.616
H -0.049 1.531 1.487 0.185
H 1.103 -3.005 -0.468 0.201
H -1.137 2.192 -0.959 0.216
C 0.547 -1.107 0.690 -0.104
```

Results
Frontier orbital gap   9.20 eV
Highest occupied orbital energy   -8.304 eV
Net charge   0
SMILES   C[C@@H]1N[C@@H]2C=NN[C@H]12

Model c:
Below is a molecular structure, C5H9N3, with properties calculated with ωB97M-V with the def2-TZVPD basis set.

Structure (XYZ):
```
17
Properties=species:S:1:pos:R:3:nbo_charge:R:1
N -0.296 0.986 -0.640 -0.561
N -1.088 -1.977 -1.795 -0.787
H 0.686 0.286 2.252 0.233
C 0.940 0.562 1.240 -0.280
C -0.082 -0.803 -1.904 -0.250
H -1.726 -1.415 -0.793 0.358
H -0.921 1.810 2.882 0.208
C -0.909 1.979 1.723 -0.538
C -0.107 1.349 0.707 0.138
H 1.986 1.101 1.105 0.193
H 1.976 -1.356 0.499 0.431
N 1.038 -0.510 0.317 -0.500
H -1.935 2.444 1.499 0.204
H -0.307 -2.996 -1.403 0.336
H 0.807 -1.261 -2.607 0.171
H -0.443 0.034 -2.480 0.250
C 0.382 -0.234 -0.601 0.394
```

Results
Frontier orbital gap   7.38 eV
Highest occupied orbital energy   -7.496 eV
Net charge   0

Quick one: least stable of them? model c

Model a:
Below is a molecular structure, C5H9N3, with properties calculated with ωB97M-V with the def2-TZVPD basis set.

Structure (XYZ):
```
17
Properties=species:S:1:pos:R:3:nbo_charge:R:1
H 0.052 2.332 1.103 0.234
N -1.988 -2.033 0.327 -0.847
N -2.199 0.029 -0.720 -0.782
C 0.636 0.546 0.133 0.049
N 3.301 0.004 -0.684 -0.625
H -0.926 1.872 -0.320 0.285
H 0.839 -1.680 0.136 0.236
H 2.935 0.928 1.108 0.158
C 0.087 1.902 0.099 -0.701
H -2.997 -2.152 0.367 0.376
H -3.184 -0.244 -0.824 0.333
C 2.526 0.416 0.223 0.131
C 0.407 -0.701 0.089 -0.251
H 0.697 2.546 -0.541 0.234
H -1.496 -2.501 1.074 0.383
C -1.496 -0.833 -0.100 0.445
H 2.810 -0.430 -1.470 0.343
```

Results
Frontier orbital gap   9.17 eV
Highest occupied orbital energy   -8.278 eV
Net charge   0

Model b:
Below is C5H9N3 in the gas phase, with properties calculated with ωB97M-V with the def2-TZVPD basis set.

Structure (XYZ):
```
17
Properties=species:S:1:pos:R:3:nbo_charge:R:1
N 0.156 -1.867 -0.572 -0.829
N 0.777 -1.767 1.689 -0.729
H 2.223 1.799 1.279 0.196
H -1.878 2.242 -1.263 0.170
C 1.133 0.230 0.365 -0.139
H 2.591 0.073 1.850 0.228
H -2.149 0.769 -2.225 0.205
C -2.035 1.158 -1.211 -0.427
H 0.727 -2.782 1.647 0.331
H -0.240 -1.264 -1.284 0.408
H 0.178 2.159 -0.103 0.160
C 2.057 0.735 1.189 -0.273
C 0.111 1.070 -0.219 0.100
C 0.511 -1.198 0.574 0.452
N -0.952 0.470 -0.580 -0.441
H -2.954 0.953 -0.661 0.209
H -0.258 -2.781 -0.475 0.380
```

Results
Frontier orbital gap   9.25 eV
Highest occupied orbital energy   -8.748 eV
Net charge   0
SMILES   [H]/N=C(\N)C(=C)/C=N/C

Quick one: least stable of them? model a